Here is a molecular structure, C8H15NOPSc from OMol25. Energies are from ωB97M-V/def2-TZVPD.

The geometry in XYZ format:
```
27
Properties=species:S:1:pos:R:3:forces:R:3
C 2.83426 1.29674 -1.44388 -0.33 -1.60 0.62
C 4.25087 1.25307 -1.38783 -0.38 -0.63 0.34
C 4.64767 -0.04675 -0.94193 -1.04 0.43 -0.21
C 3.47211 -0.82857 -0.72484 0.03 0.83 -0.13
C 2.33834 -0.02757 -1.01843 0.81 1.34 -0.36
Sc -0.65764 1.99042 -0.78100 1.79 1.23 -1.14
P -1.45411 0.96236 -2.96049 -0.33 -0.19 -1.26
H 2.21224 2.14196 -1.76285 0.20 -0.15 -0.09
H 4.91971 2.07320 -1.64324 -0.15 -0.21 0.07
H 5.67232 -0.38238 -0.79698 -0.24 0.07 -0.07
H 1.28742 -0.33353 -0.97243 0.25 -0.02 -0.08
H 3.44231 -1.86330 -0.39004 0.04 0.21 -0.07
H -1.01823 -0.37298 -3.33754 -0.32 0.83 0.21
H -1.14039 1.61697 -4.22004 -0.22 -0.55 0.48
H -2.87304 0.77730 -3.21098 0.69 0.02 -0.03
C -2.18118 0.36807 3.03187 -0.01 0.11 0.11
N -2.25043 -0.67035 1.99787 -0.08 -0.09 -0.07
C -2.88546 -1.95147 2.29040 -0.09 -0.42 -0.14
C -1.79438 -0.45397 0.78491 0.73 1.65 -0.31
O -1.28812 0.66854 0.45097 -1.52 -2.83 1.95
H -2.66915 -0.03567 3.92563 0.19 0.23 -0.22
H -2.70583 1.28076 2.71337 0.21 -0.34 0.05
H -1.13647 0.61889 3.26657 -0.31 -0.09 -0.15
H -3.76193 -2.10812 1.64611 0.16 0.09 0.28
H -2.18490 -2.77874 2.11437 -0.16 0.21 0.19
H -3.19737 -1.94560 3.33580 0.04 -0.16 -0.25
H -1.87863 -1.24927 0.03461 0.04 0.03 0.30
```
Forces are in eV/Å.

Results
- Kohn-Sham gap (alpha / beta) (eV) = 4.513 / 4.470
- spin multiplicity = 1